Density functional theory data (ωB97M-V/def2-TZVPD) for the ion C7H11Cl2N2 with charge +1.

* orbital gap: 8.854 eV
* SMILES: CC1=C(Cl)[C@](C)([NH3+])[C@H](Cl)C=N1
* charge: +1
* LUMO: -4.324 eV
* HOMO energy: -13.18 eV
* multiplicity: 1
* ΔE to the lowest compared entry with this formula, charge and spin: 19.5 kcal per mole
* F_max: 4.72 eV/A

Last column: Löwdin charge in e.
Positions of all 22 atoms, in Å:
C: 1.947 2.541 -0.549  -0.024
C: 0.811 1.624 -0.314  -0.361
C: 0.869 0.317 -0.492  -0.483
Cl: 2.174 -0.558 -1.293  0.780
C: -0.333 -0.637 -0.074  -0.453
C: 0.014 -1.444 1.104  -0.042
N: -0.470 -1.612 -1.293  0.114
C: -1.713 0.185 0.001  -0.451
Cl: -2.591 0.172 -1.626  0.753
C: -1.370 1.569 0.379  -0.148
N: -0.280 2.227 0.310  0.173
H: 1.642 3.027 -1.467  0.095
H: 2.972 2.091 -0.697  0.102
H: 1.814 3.361 0.152  0.094
H: -0.898 -2.134 1.357  0.141
H: 0.251 -0.871 2.037  0.127
H: 0.933 -1.993 0.991  0.083
H: -0.792 -2.560 -1.121  0.158
H: 0.459 -1.591 -1.860  0.095
H: -1.271 -1.109 -1.842  0.020
H: -2.358 -0.190 0.839  0.146
H: -2.204 2.042 0.615  0.079

Forces on atoms 1 to 3 (eV/Å):
0.10 0.28 -0.89
1.80 -0.74 0.98
-1.64 -1.94 -0.28

***

Density functional theory data (ωB97M-V/def2-TZVPD) for a structure of composition C33H41N7O7OsS.

* orbital gap (alpha / beta): 7.956 / 6.126 eV
* charge: +2
* LUMO (alpha / beta): -5.118 / -6.998 eV
* HOMO energy (alpha / beta): -13.07 / -13.12 eV
* multiplicity: 5
* ΔE to the lowest compared entry with this formula, charge and spin: 14.7 kcal per mole
* F_max: 0.64 eV/A

Last column: Mulliken spin population.
Positions of all 90 atoms, in Å:
Os: 0.169 -0.126 -0.180  2.917
O: 0.488 0.403 2.106  0.147
C: 1.854 0.269 2.546  0.094
C: 2.710 -0.036 1.298  0.015
O: 3.901 0.006 1.254  0.031
O: 2.013 -0.510 0.241  0.043
C: 2.251 1.529 3.291  0.005
C: 3.238 2.400 2.850  0.003
C: 3.507 3.555 3.573  0.000
C: 2.794 3.846 4.723  0.002
C: 1.806 2.977 5.164  -0.001
C: 1.542 1.819 4.457  0.001
C: 1.936 -0.974 3.433  -0.020
C: 3.157 -1.285 4.030  -0.003
C: 3.269 -2.403 4.837  0.001
C: 2.159 -3.207 5.075  0.000
C: 0.941 -2.887 4.493  0.002
C: 0.830 -1.780 3.662  0.003
H: 0.158 1.304 2.259  0.001
H: 3.811 2.185 1.960  0.000
H: 4.281 4.227 3.228  0.000
H: 3.011 4.747 5.279  0.000
H: 1.250 3.195 6.065  0.000
H: 0.789 1.128 4.818  0.000
H: 4.015 -0.646 3.863  0.000
H: 4.217 -2.636 5.303  0.000
H: 2.241 -4.062 5.732  0.000
H: 0.065 -3.485 4.711  0.000
H: -0.131 -1.511 3.252  -0.004
N: 0.617 0.566 -2.525  0.251
C: 0.829 2.015 -2.547  0.005
C: 0.126 2.724 -3.707  0.019
C: 0.427 2.158 -5.093  0.007
C: -0.433 2.779 -6.213  0.001
N: -1.839 3.015 -5.848  0.000
C: -2.644 2.107 -5.301  0.000
N: -3.713 2.494 -4.603  0.000
N: -2.400 0.811 -5.436  0.000
C: 0.338 2.638 -1.220  0.004
O: -0.089 3.752 -1.148  0.026
O: 0.460 1.849 -0.158  0.221
H: 1.377 0.035 -2.930  0.000
H: -0.266 0.283 -2.948  -0.028
H: 1.909 2.186 -2.578  0.000
H: 0.372 3.786 -3.656  0.001
H: -0.945 2.666 -3.493  0.000
H: 0.312 1.073 -5.085  -0.003
H: 1.470 2.336 -5.364  0.001
H: -0.388 2.182 -7.126  0.000
H: -0.050 3.764 -6.475  0.000
H: -2.139 3.976 -5.798  0.000
H: -3.866 3.462 -4.375  0.000
H: -4.388 1.824 -4.272  0.000
H: -1.664 0.500 -6.045  0.000
H: -2.764 0.150 -4.755  0.000
C: 2.891 -3.135 -1.207  -0.004
N: 2.138 -3.393 0.021  -0.007
C: 3.003 -3.715 1.163  0.004
C: 0.835 -3.229 0.140  0.115
S: -0.059 -2.284 -1.079  0.058
N: 0.148 -3.794 1.135  0.012
C: -1.196 -3.358 1.493  0.048
C: 0.481 -5.125 1.647  0.001
H: 3.674 -3.888 -1.270  -0.001
H: 3.336 -2.143 -1.162  0.003
H: 2.245 -3.219 -2.075  -0.007
H: 3.903 -3.109 1.060  -0.001
H: 3.284 -4.767 1.165  0.000
H: 2.507 -3.444 2.094  0.000
H: -1.307 -2.285 1.356  -0.019
H: -1.345 -3.587 2.548  0.005
H: -1.951 -3.881 0.904  0.006
H: 1.289 -5.564 1.074  0.001
H: -0.403 -5.754 1.533  0.000
H: 0.756 -5.083 2.701  0.001
O: -2.091 1.238 1.650  0.013
C: -2.570 0.875 0.607  -0.003
N: -1.830 0.233 -0.411  0.015
C: -2.638 0.013 -1.496  -0.003
O: -2.252 -0.390 -2.590  0.026
C: -4.019 0.424 -1.139  0.012
C: -5.203 0.318 -1.843  0.000
C: -6.352 0.810 -1.229  0.002
C: -6.300 1.383 0.040  0.003
C: -5.104 1.472 0.747  0.001
C: -3.974 0.977 0.128  -0.018
H: -5.248 -0.165 -2.812  0.000
H: -7.303 0.736 -1.736  0.000
H: -7.211 1.755 0.487  0.000
H: -5.058 1.907 1.735  0.000

Forces on atoms 1 to 3 (eV/Å):
-0.05 0.29 -0.56
-0.04 -0.14 -0.05
-0.10 0.06 0.00

***

Density functional theory data (ωB97M-V/def2-TZVPD) for a cluster of 11 separate species, C30H66O30 in total.

* orbital gap: 10.581 eV
* SMILES: COC(=O)OC.COC(=O)OC.COC(=O)OC.COC(=O)OC.COC(=O)OC.COC(=O)OC.COC(=O)OC.COC(=O)OC.OCCO.OCCO.OCCO
* LUMO: 0.492 eV
* HOMO energy: -10.09 eV
* multiplicity: 1
* ΔE to the lowest compared entry with this formula, charge and spin: 30.9 kcal per mole
* F_max: 4.01 eV/A

Last column: Löwdin charge in e.
Positions of all 126 atoms, in Å:
C: 5.892 15.589 19.989  0.012
O: 6.146 16.572 18.893  -0.002
C: 6.582 17.754 19.242  -0.678
O: 6.841 18.075 20.368  0.125
O: 6.630 18.494 18.143  0.024
C: 7.060 19.875 18.298  0.005
H: 6.825 15.229 20.361  0.066
H: 5.293 14.747 19.544  0.112
H: 5.396 16.050 20.846  0.092
H: 8.054 19.923 18.740  0.111
H: 6.329 20.474 18.832  0.105
H: 7.121 20.357 17.386  0.043
C: 9.733 7.436 16.047  -0.009
O: 10.757 7.953 16.888  0.023
C: 11.316 9.013 16.482  -0.665
O: 10.950 9.662 15.521  0.075
O: 12.340 9.345 17.269  0.015
C: 12.821 10.704 17.388  0.000
H: 9.105 6.734 16.622  0.119
H: 10.291 6.945 15.199  0.124
H: 9.271 8.322 15.580  0.067
H: 13.904 10.711 17.213  0.094
H: 12.742 11.016 18.453  0.094
H: 12.233 11.425 16.776  0.082
C: 7.828 22.212 14.999  -0.049
O: 8.072 20.817 15.000  -0.037
C: 9.042 20.316 15.791  -0.608
O: 9.821 20.996 16.407  0.134
O: 8.931 18.974 15.702  -0.026
C: 9.957 18.190 16.280  -0.023
H: 7.414 22.540 15.989  0.114
H: 7.198 22.428 14.130  0.095
H: 8.762 22.683 14.699  0.092
H: 10.587 18.676 17.004  0.094
H: 10.570 17.836 15.430  0.093
H: 9.434 17.328 16.720  0.084
C: 11.661 13.103 21.487  -0.013
O: 12.849 13.914 21.790  -0.035
C: 13.943 13.468 21.128  -0.612
O: 13.880 12.646 20.304  0.135
O: 15.068 14.116 21.597  -0.019
C: 16.317 13.653 21.107  -0.058
H: 10.787 13.887 21.671  0.134
H: 11.780 12.223 22.215  0.123
H: 11.771 12.783 20.476  0.050
H: 17.055 14.456 21.300  0.105
H: 16.274 13.550 20.030  0.077
H: 16.582 12.697 21.571  0.101
C: 12.974 9.161 13.422  -0.028
O: 13.814 9.128 14.612  0.012
C: 14.945 9.874 14.460  -0.573
O: 15.751 9.903 15.334  0.134
O: 15.098 10.564 13.284  -0.078
C: 16.452 11.007 12.970  -0.020
H: 12.438 10.122 13.322  0.087
H: 12.200 8.387 13.409  0.097
H: 13.602 9.052 12.576  0.079
H: 16.392 11.863 12.354  0.068
H: 16.933 10.179 12.416  0.103
H: 17.105 11.313 13.898  0.137
C: 10.148 16.587 20.044  -0.022
O: 11.107 15.593 19.713  -0.025
C: 12.202 16.053 19.116  -0.640
O: 12.474 17.168 18.940  0.183
O: 12.874 14.972 18.738  -0.014
C: 14.112 15.011 18.062  -0.041
H: 9.188 16.341 19.551  0.080
H: 10.465 17.536 19.669  0.079
H: 10.093 16.661 21.151  0.117
H: 14.182 14.001 17.586  0.105
H: 14.947 15.222 18.718  0.083
H: 14.308 15.800 17.317  0.102
C: 6.308 9.128 14.140  -0.015
O: 7.272 8.201 13.625  0.007
C: 8.334 8.727 13.029  -0.613
O: 9.280 8.060 12.686  0.122
O: 8.266 10.054 12.877  -0.040
C: 9.345 10.860 12.469  -0.030
H: 5.898 9.677 13.355  0.080
H: 6.749 9.718 14.932  0.071
H: 5.631 8.377 14.571  0.113
H: 9.678 10.711 11.424  0.110
H: 10.200 10.724 13.118  0.065
H: 9.005 11.927 12.633  0.102
C: 8.662 16.853 13.385  -0.039
O: 7.805 16.092 14.210  0.012
C: 7.480 14.885 13.772  -0.633
O: 7.744 14.442 12.709  0.138
O: 6.728 14.270 14.699  0.000
C: 6.536 12.862 14.408  -0.034
H: 9.731 16.760 13.701  0.094
H: 8.479 17.946 13.461  0.098
H: 8.510 16.533 12.349  0.097
H: 6.105 12.759 13.419  0.087
H: 5.771 12.570 15.086  0.079
H: 7.505 12.178 14.436  0.122
O: 9.566 9.497 18.790  -0.073
C: 8.140 9.249 18.952  -0.176
C: 7.413 9.483 17.560  -0.222
O: 7.264 10.902 17.340  -0.101
H: 10.065 8.831 19.226  0.070
H: 7.867 8.176 19.178  0.124
H: 7.734 9.963 19.713  0.123
H: 6.391 8.984 17.510  0.128
H: 7.897 8.902 16.723  0.082
H: 8.093 11.333 17.058  0.010
O: 9.221 15.000 16.914  -0.081
C: 8.793 13.990 17.835  -0.163
C: 9.792 12.830 17.654  -0.172
O: 9.438 12.099 16.458  -0.085
H: 8.397 15.469 16.752  0.074
H: 8.972 14.354 18.826  0.089
H: 7.792 13.724 17.525  0.129
H: 9.755 12.119 18.520  0.128
H: 10.831 13.086 17.521  0.102
H: 10.028 11.349 16.378  0.047
O: 11.779 15.319 15.833  -0.073
C: 12.564 15.077 14.676  -0.217
C: 13.032 13.617 14.630  -0.270
O: 14.042 13.602 13.704  -0.047
H: 11.020 14.750 16.022  0.054
H: 12.137 15.372 13.731  0.109
H: 13.478 15.693 14.746  0.125
H: 12.157 13.038 14.277  0.127
H: 13.416 13.211 15.569  0.102
H: 14.317 12.742 13.397  0.058

Forces on atoms 1 to 3 (eV/Å):
-0.56 0.43 -1.10
-0.89 -2.54 0.40
-0.20 0.46 0.36